(1)
17
Properties=species:S:1:pos:R:3 method="wB97M-V/def2-TZVPD" de_lowest_kj_mol=338.8 gap_ev=9.955 homo_ev=-8.91 total_charge=0 smiles="C=C=C[C@@H](C)C=C"
H -0.899 -0.698 1.580
C -1.119 -0.896 -1.317
C 1.121 0.265 1.379
H 0.265 -1.940 -0.130
H -1.419 -1.766 -1.881
C -0.323 -0.079 0.874
C -1.077 1.239 0.649
C -0.270 -1.006 -0.303
C 1.941 -0.162 -0.921
H -0.670 1.789 -0.209
H 2.248 -1.140 -1.273
H -2.158 1.128 0.500
C 1.932 0.168 0.356
H -0.925 1.856 1.537
H -1.591 0.053 -1.554
H 1.636 0.552 -1.679
H 1.308 0.637 2.391


(2)
95
Properties=species:S:1:pos:R:3 method="wB97M-V/def2-TZVPD" gap_ev="5.416 / 4.931" homo_ev="-6.01 / -5.97" total_charge=0 spin_multiplicity=2 s2=0.75
H -5.928 -1.011 -2.069
H -4.846 -2.058 -0.270
C -0.889 1.105 4.553
H -3.012 2.113 -3.047
Ge -3.466 -0.266 -2.120
H -1.651 2.164 6.250
H 5.969 1.120 0.225
N -0.069 0.038 2.481
N 5.463 3.755 0.202
H -2.788 -5.174 -0.381
C 3.242 4.212 -0.158
N 0.329 2.010 -0.755
H 1.072 -4.152 -1.174
H -4.151 3.665 3.497
C 0.381 -1.107 3.128
C -5.386 -0.167 -2.503
H 0.385 2.538 1.775
H 1.048 -4.389 0.578
Ge -2.681 0.053 0.209
O -0.469 -2.182 -0.690
C -4.718 -3.368 2.849
H -3.082 -1.866 -4.030
C -1.243 -3.131 -0.538
C 1.264 -1.067 4.236
H -5.279 4.366 -0.578
C -4.795 3.752 0.173
C -3.576 -1.320 1.310
H -1.886 -5.501 1.103
H -3.469 -2.646 4.442
C -3.562 2.156 2.092
N 3.673 5.454 -0.062
C 1.576 2.452 -0.512
C -1.805 -5.419 0.018
H 1.816 -4.387 4.761
C -0.077 2.456 2.750
C -2.614 1.114 -3.240
C 1.863 3.813 -0.400
H -5.483 -0.207 -3.592
H -3.439 -2.814 -2.572
C 0.547 -3.548 3.238
S 5.259 5.354 0.204
C -4.166 3.353 2.460
H 2.457 -2.147 5.641
H 0.231 -4.520 2.866
H 1.040 5.789 -0.398
C 1.772 -2.225 4.801
C 0.820 4.735 -0.506
C -0.959 3.519 4.733
H -5.244 5.089 1.796
H -5.836 0.758 -2.137
H -5.847 -3.849 1.085
C 2.649 1.436 -0.340
C -3.574 1.730 0.760
C -0.322 1.165 3.259
C -5.101 -3.197 1.524
C -3.774 -2.516 3.410
C -0.390 3.602 3.469
H -0.186 4.577 3.032
C -0.452 4.276 -0.742
C 4.943 0.827 0.038
H -2.791 0.870 -4.292
H -1.817 -2.116 -2.808
C -4.778 4.155 1.504
H -2.453 -0.856 3.087
H -0.686 -2.459 1.855
C -0.643 2.902 -0.876
C -3.206 -1.502 2.645
C 0.585 -4.693 -0.364
H 5.299 -1.291 0.036
H -1.496 -6.381 -0.387
C 1.423 -3.485 4.311
H -3.086 1.552 2.854
H -1.088 0.132 4.991
C 3.233 -0.786 -0.287
H -4.222 2.250 -1.234
C -1.202 2.255 5.265
C 0.039 -2.391 2.656
H 0.724 -5.762 -0.508
H 2.898 -1.818 -0.353
C -4.192 2.552 -0.192
H 1.560 -0.102 4.629
N 2.295 0.144 -0.421
N -0.844 -4.394 -0.375
C -4.529 -2.184 0.761
H -1.299 4.946 -0.814
H -1.634 2.515 -1.079
H -1.534 1.130 -3.065
C 3.970 1.816 -0.098
C 4.575 -0.493 -0.063
C 4.270 3.238 -0.007
H -2.332 -3.000 -0.510
Na 0.171 -0.373 0.248
C -2.886 -1.951 -2.956
H -1.202 4.413 5.294
H -5.156 -4.164 3.442


| no. | energy (a.u.) |
| --- | --- |
| 1 | -272.58894 |
| 2 | -6743.82438 |